2 unconnected molecules or ions with the total composition C4H7NO in a non-equilibrium geometry. Source: OMol25; level of theory: ωB97M-V/def2-TZVPD.

Summary:
- 2S+1: 1
- E_HOMO: -10.2 eV
- E_tot: -7796.094 eV
- Molar mass: 85.11 Da
- Gap between HOMO and LUMO: 11.3 eV
- Total charge: 0
- Energy relative to the best compared isomer or geometry (same formula, charge and spin): 342.5 kJ/mol

Each line ends with the Mulliken charge.
Element x y z (Å)
C -2.1804 -1.0096 0.5130  -0.632
N -1.7884 0.0742 -0.3098  -0.012
C -1.3363 0.9786 -0.8985  -0.171
C 1.5082 0.5063 -0.9027  -0.320
C 2.0386 0.6391 0.4504  -0.309
O 0.9294 -0.1988 0.1956  -0.321
H -1.3188 -1.3363 1.1008  0.270
H -2.5378 -1.8355 -0.1065  0.270
H -2.9850 -0.6830 1.1761  0.293
H 0.9425 1.3354 -1.3249  0.253
H 1.9713 -0.1520 -1.6324  0.225
H 2.9659 0.1430 0.7249  0.237
H 1.7907 1.5386 1.0139  0.217